Entry 1:
{"formula": "C16H22ClN3O", "method": "wB97M-V/def2-TZVPD", "smiles": "CC(C)(C)[C@](O)(CCc1ccc(Cl)cc1)Cn1cncn1", "de_lowest_kcal_mol": 347.9, "homo_energy_ev": -8.6005, "lumo_energy_ha": 0.017, "charge": 0, "species": ["H", "H", "H", "C", "H", "H", "H", "C", "H", "N", "C", "C", "C", "C", "H", "H", "C", "C", "H", "H", "C", "Cl", "N", "O", "H", "H", "C", "H", "H", "C", "C", "H", "C", "H", "H", "H", "C", "H", "H", "C", "C", "N", "H"], "positions_angstrom": [[-1.016, -0.123, -0.514], [1.752, 2.592, 0.597], [1.709, -0.342, -5.500], [1.228, 0.222, 0.066], [0.553, 4.088, 2.446], [2.149, 0.465, -0.229], [3.324, 0.201, -3.646], [-0.247, 0.403, 2.367], [0.093, -1.406, -4.831], [-0.458, -2.628, -1.075], [0.184, -0.715, -2.218], [1.217, -0.967, -4.567], [0.914, 1.305, -3.853], [0.764, 0.934, 1.228], [-1.767, -0.788, -2.292], [1.301, -0.992, 0.375], [1.195, 0.089, -3.445], [0.996, 2.181, 1.401], [2.906, -0.959, -2.203], [1.641, -2.424, -1.390], [-0.060, 0.275, -1.072], [-0.785, 3.508, 4.779], [-0.374, -2.722, 0.322], [-1.137, -0.581, -3.053], [-0.304, 1.284, -4.180], [-0.513, -0.731, 2.289], [0.556, -2.031, -1.974], [1.582, -2.054, -4.471], [1.153, 1.994, -3.061], [2.743, -0.064, -2.755], [-0.287, 2.519, 3.306], [-1.092, 0.877, 4.017], [-0.495, 1.068, 3.350], [0.569, -2.764, -2.888], [1.336, 1.632, -4.664], [2.802, 0.843, -1.992], [-1.776, -3.311, -1.203], [0.065, 1.193, -1.342], [-1.882, -3.250, -2.256], [0.665, 2.876, 2.387], [-1.277, -3.320, 0.832], [-2.501, -3.437, -0.284], [-1.686, -3.550, 1.763]], "forces_ev_per_angstrom": [[1.7661, 1.5599, -0.7895], [-1.4742, -0.1628, 1.5262], [-1.2440, -2.2910, 1.8536], [-5.6767, -6.6137, 0.7122], [1.7377, -2.5919, -0.7521], [3.1845, 1.4203, -1.5294], [0.7245, -0.6129, 0.6437], [5.3378, -8.4527, -11.3977], [2.3649, 2.1510, 0.1555], [-2.7922, -2.5982, 4.0142], [-0.8377, 8.4397, -4.9923], [-1.9569, -0.8773, -3.2543], [-7.9490, 5.3040, 1.6497], [-4.5199, -4.5955, 3.4802], [0.4912, 0.4614, -1.8088], [-0.0927, 3.2378, -0.7884], [4.1069, -12.8898, 5.5245], [6.7078, 0.1136, -8.6298], [0.3672, -0.7353, -0.2361], [-2.9918, 2.0600, -1.7806], [1.6888, -7.7393, 4.0432], [0.5365, -1.0315, -2.0412], [6.6545, 2.4822, -1.7088], [0.5583, -1.7608, 3.6800], [3.0149, 0.5809, 1.1527], [0.4295, 2.1731, 0.1163], [2.3467, -7.8570, 1.8455], [0.8656, 2.1691, 0.3571], [-0.5279, 0.9092, 0.2519], [-2.7313, 4.4663, -0.3886], [1.9822, -2.3092, 1.5779], [-5.9812, -3.1683, 7.1910], [1.3287, 10.4418, 1.6300], [-0.2056, 1.7833, 1.4504], [2.8488, 1.5376, -4.6914], [0.2390, -1.7996, -1.6814], [5.2528, 4.0389, -8.6968], [-0.7085, 5.5899, -1.9840], [-1.4770, -0.7164, -1.1374], [-5.9369, 11.2053, 8.2655], [-6.9605, -0.5277, -1.6101], [-0.9025, -2.7259, 7.1925], [0.4314, -0.0684, 1.5849]], "mulliken_charge": [0.316, 0.135, 0.281, -0.858, 0.120, 1.079, 0.509, -0.879, 0.296, 0.484, 1.376, -1.235, -1.738, 0.071, 0.493, 0.226, 1.226, 0.085, 0.244, 0.115, -1.604, -0.211, -0.615, -0.698, 0.218, -0.008, -1.252, 0.262, 0.369, -1.171, 0.242, 0.733, -0.338, 0.442, 0.633, 0.152, -0.201, 0.843, 0.491, -0.408, -0.209, -0.513, 0.495]}

Entry 2:
{"formula": "C16H22ClNO2", "method": "wB97M-V/def2-TZVPD", "de_lowest_kcal_mol": 324.4, "homo_energy_ev": -7.7012, "lumo_energy_ha": 0.022, "charge": 0, "species": ["H", "H", "O", "H", "H", "H", "C", "C", "N", "C", "H", "C", "H", "H", "C", "H", "C", "H", "C", "C", "H", "C", "H", "H", "C", "H", "H", "H", "C", "H", "H", "C", "O", "Cl", "C", "C", "C", "H", "H", "H", "H", "C"], "positions_angstrom": [[4.279, 2.005, 1.265], [2.357, 1.235, 2.049], [0.777, 1.066, -1.697], [2.639, 1.972, -1.290], [5.691, 0.359, 0.184], [-0.693, -0.236, 0.896], [-5.478, 0.086, 1.291], [4.776, 0.480, -0.352], [1.967, 1.112, 0.162], [-4.378, -0.668, 1.330], [3.968, -0.377, 2.250], [3.795, -0.828, 0.167], [-1.435, -0.248, -1.475], [2.288, 3.004, 0.290], [-1.781, -2.135, -0.853], [-0.377, -1.223, -2.429], [1.033, 0.551, -0.687], [2.923, -1.512, 1.549], [4.050, 1.949, 0.042], [-0.093, -0.515, -0.063], [-5.915, 0.496, 2.063], [-5.915, 0.717, 0.121], [4.807, 0.762, -1.407], [-3.907, -0.775, 2.294], [-3.673, -1.006, 0.209], [-2.473, -2.341, -1.691], [1.231, -0.193, 1.734], [-1.260, -3.193, -0.495], [-4.201, -0.383, -1.120], [-3.867, -0.624, -1.914], [4.499, -1.567, -0.166], [-1.000, -0.991, -1.148], [-2.715, -1.825, 0.396], [-7.341, 1.722, 0.341], [-5.360, 0.299, -1.211], [3.179, -0.723, 1.435], [2.164, 0.396, 1.441], [-5.732, 0.733, -2.007], [4.766, 2.488, -0.392], [0.662, -1.332, 0.121], [3.054, -0.802, -0.850], [2.689, 2.064, -0.383]], "forces_ev_per_angstrom": [[-1.0310, 0.3433, -3.0891], [0.3946, 0.2673, 1.7961], [-0.6931, 1.2719, -5.1981], [-1.0550, 0.5337, -9.9980], [0.8598, 0.3347, -0.0974], [1.3890, -0.1982, -1.7612], [-0.2283, 1.9003, -5.3356], [-4.4801, 1.1487, 1.7429], [-5.4996, -8.4300, 1.6735], [1.9388, -0.4656, 0.8711], [-1.2111, -1.2402, -1.4516], [2.4523, 3.3345, -9.1663], [-5.3616, 7.2505, -3.1383], [0.8070, -0.5536, -2.8902], [-2.5972, -4.0568, 2.2268], [-1.3283, 0.2996, 4.0958], [-2.7213, -0.3671, 5.7270], [-6.6289, -16.9035, 4.0385], [3.5947, -4.9821, 5.7373], [3.3841, -0.4965, 0.2401], [-2.0303, 1.3202, 4.5302], [0.0835, -2.3547, -1.7351], [0.5770, -1.6782, -0.2496], [-0.0136, -0.8855, 0.2188], [-4.0705, 3.3196, -3.3187], [0.2570, -0.2568, 0.5611], [0.8145, 1.9391, -0.2631], [-1.1056, 3.1311, -0.9703], [-2.6522, -0.1466, 11.6071], [5.1457, -3.2486, -10.0650], [-0.0804, -1.3232, 1.0199], [7.6779, -5.2317, -1.2474], [4.3831, -2.4839, -2.2000], [0.3051, -0.0230, -0.6285], [0.1887, 0.7617, 8.5035], [8.0211, 17.7608, 0.1981], [-2.1156, -0.5283, -1.0319], [-1.6373, 1.7233, -4.2010], [2.2479, 3.3522, -1.6150], [-1.2094, 0.0942, 0.6773], [1.2825, -0.5556, 3.0911], [1.9459, 6.3232, 11.0952]], "mulliken_charge": [0.212, 0.672, -0.585, 0.723, 0.401, 0.282, -0.727, -1.067, 0.190, -0.269, 0.323, -0.327, 0.758, 0.213, -0.684, 0.310, 0.565, 1.005, -0.675, -0.408, 0.509, 0.400, 0.460, 0.290, 0.695, 0.337, 0.117, 0.262, -0.740, 0.639, 0.556, -0.855, -0.457, -0.232, -0.963, -1.499, -0.822, 0.576, 0.505, 0.232, 0.074, -0.996]}

Entry 3:
{"formula": "C16H22IrN", "method": "wB97M-V/def2-TZVPD", "spin_multiplicity": 6, "homo_energy_ev": [-9.4240, -12.1435], "lumo_energy_ha": [-0.090, -0.226], "charge": 1, "species": ["H", "H", "Ir", "H", "H", "H", "H", "H", "C", "H", "H", "H", "H", "H", "C", "H", "C", "C", "C", "H", "H", "C", "C", "H", "C", "C", "H", "C", "C", "C", "H", "C", "C", "H", "H", "C", "H", "N", "C", "H"], "positions_angstrom": [[3.060, 1.422, -2.590], [-2.754, 1.521, -0.538], [-0.779, 0.087, 0.159], [1.628, 2.350, -2.088], [1.391, 2.781, 0.304], [0.142, -1.372, 5.266], [2.607, 1.487, -0.874], [-0.544, 0.905, -2.850], [-0.196, 2.002, 1.662], [-2.617, -1.285, 1.534], [0.261, 2.142, 2.640], [-0.537, -2.011, -2.258], [2.720, -1.069, -3.098], [-0.026, -0.649, -3.492], [2.206, 1.442, -1.895], [-1.588, -1.092, 4.837], [1.420, 0.223, -2.176], [-0.596, 2.208, -0.594], [0.375, 2.396, 0.444], [1.007, -3.036, -0.285], [1.620, -1.947, -2.027], [-0.617, -2.317, 1.073], [0.056, -2.512, -0.145], [-2.282, 1.239, 2.164], [-0.131, -0.483, 3.392], [-0.729, -1.944, -1.187], [2.947, -1.003, -1.318], [0.332, 0.333, -3.176], [-0.560, -0.669, 4.763], [-1.824, -1.556, 0.835], [0.764, 0.856, -4.042], [-1.838, 1.757, -0.002], [-1.921, -1.358, -0.631], [-0.544, 0.294, 5.321], [-2.751, -0.901, -1.173], [2.202, -1.027, -2.125], [-0.456, 2.433, -1.652], [0.476, -0.399, 2.384], [-1.550, 1.547, 1.423], [-0.372, -2.795, 2.014]], "forces_ev_per_angstrom": [[0.0781, 0.2899, 0.1447], [-0.0536, 0.6854, 0.2653], [6.4412, -1.2643, 0.8234], [0.2442, -0.0144, -0.0092], [-0.6584, -0.2046, 0.1184], [-0.4297, 0.4511, -0.4102], [0.0377, -0.1248, -0.2760], [0.2296, -0.0860, -0.1242], [-0.8725, 1.1576, 0.3643], [0.2666, -0.5169, -0.1420], [-0.1279, -0.2495, -0.4213], [-0.0057, 0.1051, 0.6387], [0.2759, -0.3200, 0.1722], [0.1193, 0.2449, -0.2219], [0.1523, 0.3605, -0.0662], [0.7056, 0.2841, -0.1794], [-0.4068, -0.0864, 0.5846], [-0.1008, 0.8790, -0.3458], [-0.1309, 0.5406, -0.4724], [-0.5476, 0.2384, 0.1530], [0.1366, 0.2757, -0.1992], [-0.9726, -1.0393, 0.0419], [-0.3038, -0.3393, -0.7493], [0.2072, 0.2528, -0.1015], [2.7952, -0.0289, -2.2117], [-0.1487, -0.8065, -0.3280], [-0.0605, -0.0548, -0.2779], [-0.0531, -0.0483, -0.4636], [-0.6287, -0.0841, 1.0475], [-1.2792, -1.4137, -0.5307], [-0.3054, -0.0904, -0.2006], [-0.7824, 2.0855, 0.2800], [-1.2032, -1.6678, -0.1414], [0.0076, -0.5801, -0.4562], [0.0577, -0.7511, 0.1049], [0.3349, -0.3456, -0.0448], [-0.1587, 0.0016, 0.6295], [-2.1084, -0.1351, 2.6941], [-0.8639, 2.1365, 0.5440], [0.1127, 0.2631, -0.2329]], "mulliken_charge": [0.531, 0.706, 0.851, 0.358, 0.637, 0.354, 0.258, 0.166, -0.709, 0.642, 0.511, 0.811, 0.457, 0.346, -1.721, 0.311, 1.565, -0.482, -0.588, 0.465, 0.283, -0.678, -0.606, 0.592, 0.895, -0.442, 0.309, -1.436, -1.207, -0.390, 0.453, -1.242, -1.054, 0.344, 0.715, -1.497, 0.849, -0.607, -0.294, 0.549]}

Entry 4:
{"formula": "C16H22IrN5O4S2", "method": "wB97M-V/def2-TZVPD", "de_lowest_kcal_mol": 55.2, "homo_energy_ev": -7.3346, "lumo_energy_ha": -0.010, "charge": 0, "species": ["O", "C", "C", "H", "C", "H", "H", "C", "H", "H", "H", "H", "H", "H", "H", "O", "N", "C", "Ir", "H", "H", "H", "C", "N", "H", "H", "H", "C", "C", "H", "H", "N", "C", "C", "S", "H", "C", "C", "O", "O", "H", "H", "C", "H", "N", "C", "C", "S", "C", "N"], "positions_angstrom": [[2.053, -1.288, -0.928], [-1.049, 1.988, 3.353], [-0.124, -3.470, 0.492], [-2.596, -0.540, -0.599], [-2.222, 0.869, -2.047], [-5.068, 0.156, -1.089], [2.081, 0.213, 4.720], [-4.332, 0.941, -3.003], [2.245, -2.001, -0.305], [-4.521, -1.101, -2.203], [2.197, 0.796, -2.458], [-0.806, 3.346, 4.973], [-4.605, 0.495, -3.960], [5.262, -0.376, -0.589], [4.676, -1.841, -1.414], [3.920, 1.411, 0.467], [-2.982, 0.041, -1.330], [-0.575, 0.852, 2.659], [-0.016, -0.378, 0.064], [1.718, -1.658, 3.265], [-3.019, 3.448, -3.522], [-1.469, 2.633, -3.791], [-2.547, 2.521, -3.861], [0.523, -2.996, 1.502], [3.929, 1.125, -2.250], [-2.822, 2.338, -4.900], [4.400, -1.605, 0.331], [-0.412, 2.474, 4.467], [2.943, 0.743, 0.171], [3.394, -0.357, -3.081], [-0.784, -5.181, -0.370], [-0.145, -4.819, 0.315], [3.158, -0.375, -0.933], [0.551, 0.166, 3.215], [-0.597, 1.210, -1.777], [1.267, 2.258, 5.805], [0.745, 1.849, 4.951], [4.457, -1.102, -0.639], [1.755, 0.827, 0.613], [-1.208, 0.478, 1.582], [0.083, -5.399, 1.103], [-1.934, 2.466, 2.951], [0.951, -1.106, 2.725], [-5.008, 1.777, -2.804], [-2.949, 1.402, -3.045], [-4.331, -0.085, -1.855], [1.200, 0.713, 4.335], [-0.930, -2.532, -0.742], [3.173, 0.343, -2.273], [0.372, -1.664, 1.711]], "forces_ev_per_angstrom": [[-1.0185, -0.1226, -0.1532], [-0.2138, -0.2443, -0.3578], [0.1053, 0.1669, 0.0386], [0.0761, 0.0486, 0.0390], [-0.4707, -0.1964, 0.0184], [0.0081, -0.0061, -0.0157], [-0.0159, -0.0491, -0.0130], [-0.0449, 0.0301, -0.0132], [-0.0620, -0.0496, 0.0328], [0.0351, 0.0254, -0.0384], [0.0347, 0.0200, -0.0540], [0.0201, 0.0392, -0.0356], [-0.0470, 0.0325, 0.0153], [0.0012, 0.0088, 0.0235], [-0.0154, 0.0026, 0.0164], [-0.5184, 0.1654, 0.2929], [-0.0165, 0.0788, -0.1226], [0.8129, 0.1778, 0.7657], [1.6143, -0.9319, 1.3468], [-0.3579, -0.2859, 0.2162], [-0.0268, -0.0292, 0.0023], [-0.0018, 0.0215, -0.0619], [0.0594, -0.0320, -0.0273], [0.3422, -0.8428, 0.3978], [0.0045, 0.0064, 0.0117], [0.0012, 0.0083, -0.0028], [0.0381, -0.0129, -0.0002], [0.1918, -0.2225, 0.0450], [0.7309, -1.3046, -1.3498], [-0.0205, 0.0239, -0.0038], [0.0207, -0.0792, 0.0243], [0.0205, -0.0221, -0.1817], [0.3824, 1.1962, 0.6915], [-0.3058, 0.9112, -0.1829], [0.7187, -0.6884, 0.9509], [0.0007, -0.0369, 0.0117], [-0.0869, 0.2432, 0.1349], [-0.1670, -0.2007, -0.1782], [-1.9443, 0.6776, 0.7933], [-0.0486, -0.5946, -1.9891], [0.0120, 0.0334, 0.0276], [0.0222, 0.0570, 0.0164], [-0.1313, -0.4820, -0.0132], [0.0224, 0.0058, -0.0167], [0.0430, -0.0019, 0.1381], [-0.0646, -0.0317, 0.0370], [0.0558, -0.1936, -0.1018], [-0.3656, 1.4668, 0.3639], [-0.1165, -0.3085, -0.0391], [0.6863, 1.5220, -1.5002]], "mulliken_charge": [-0.589, -0.605, 0.562, -0.078, 0.714, 0.318, 0.342, -0.609, 0.343, 0.288, 0.150, 0.371, 0.343, 0.408, 0.404, -0.697, 0.214, 0.876, 2.316, 0.379, 0.330, 0.292, -0.927, -1.343, 0.373, 0.312, 0.468, -0.382, 0.161, 0.390, 0.200, -0.444, 1.589, 0.727, -0.663, 0.397, -0.683, -1.840, -0.751, -1.076, 0.260, 0.405, -0.592, 0.321, 0.024, -0.590, -0.792, -0.541, -1.475, 0.400]}

Number 1: E -1322.0604 a.u.. Number 2: E -1287.8268 a.u.. Number 3: E -781.3536 a.u.. Number 4: E -2098.3684 a.u..